<one>
A 2-piece molecular cluster, C15H18O overall. Source: the OMol25 dataset; level of theory: ωB97M-V with the def2-TZVPD basis set.

```
34
Properties=species:S:1:pos:R:3:mulliken_charge:R:1
C 1.374 -3.607 0.393 -1.409
C 0.831 -2.160 0.246 -0.355
C 0.332 -1.774 -1.153 0.208
C 1.213 -1.328 -2.139 -0.537
C 0.816 -1.391 -3.453 -0.609
C -0.570 -1.668 -3.719 0.798
O -0.903 -1.705 -5.016 -0.565
C -1.466 -1.954 -2.691 -0.748
C -0.979 -1.911 -1.388 -0.410
H 2.128 -3.738 -0.367 0.357
H 0.545 -4.224 0.350 0.396
H 1.913 -3.766 1.311 0.386
H -0.056 -2.155 0.983 0.215
H 1.774 -1.403 0.415 0.324
H 2.194 -1.139 -1.849 0.528
H 1.528 -1.226 -4.305 0.361
H -1.850 -1.818 -5.269 0.312
H -2.489 -2.261 -2.619 0.311
H -1.651 -2.121 -0.625 0.465
C 0.014 4.327 3.578 -1.240
C -0.114 3.243 2.599 0.719
C 0.524 3.260 1.356 -0.307
C 0.344 2.280 0.379 -0.858
C -0.586 1.263 0.648 0.186
C -1.366 1.293 1.822 -0.665
C -1.155 2.317 2.751 -0.402
H 0.858 5.077 3.411 0.324
H 0.154 3.701 4.590 0.285
H -0.897 4.935 3.591 0.291
H 1.290 4.075 1.160 0.182
H 0.868 2.240 -0.503 0.510
H -0.866 0.472 -0.125 0.270
H -2.023 0.386 2.022 0.253
H -1.728 2.479 3.617 0.424
```

The value obtained for the HOMO energy is -8.15 eV. The SMILES is CCc1ccc(O)cc1.Cc1ccccc1. The value obtained for the frontier orbital gap is 8.903 eV. Its net charge is 0.

---

<two>
A 2-piece molecular cluster, C15H18O overall. Source: the OMol25 dataset; level of theory: ωB97M-V with the def2-TZVPD basis set.

```
34
Properties=species:S:1:pos:R:3:mulliken_charge:R:1
C 2.373 -0.490 -2.537 -1.123
C 2.325 -1.781 -1.712 -0.441
C 0.942 -2.123 -1.194 0.296
C -0.225 -1.695 -1.815 -0.175
C -1.473 -1.998 -1.285 -0.836
C -1.583 -2.815 -0.177 0.657
O -2.776 -3.038 0.477 -0.585
C -0.423 -3.293 0.440 -0.488
C 0.807 -2.963 -0.084 -0.578
H 1.825 0.290 -2.008 0.180
H 1.973 -0.606 -3.543 0.318
H 3.411 -0.172 -2.642 0.374
H 2.657 -2.618 -2.318 0.294
H 2.973 -1.591 -0.863 0.330
H -0.114 -1.217 -2.776 0.302
H -2.354 -1.652 -1.811 0.350
H -3.393 -2.335 0.251 0.333
H -0.539 -3.955 1.299 0.390
H 1.698 -3.365 0.390 0.368
C 0.953 4.055 0.954 -1.394
C -0.034 2.976 1.325 0.463
C -0.126 1.812 0.574 -0.325
C -1.080 0.843 0.866 0.132
C -1.934 1.042 1.943 -0.322
C -1.893 2.218 2.681 -0.777
C -0.942 3.176 2.360 -0.336
H 1.165 4.702 1.804 0.374
H 0.522 4.688 0.174 0.281
H 1.904 3.658 0.617 0.373
H 0.503 1.668 -0.298 0.355
H -1.000 -0.104 0.339 0.139
H -2.653 0.255 2.136 0.356
H -2.545 2.319 3.533 0.364
H -0.945 4.110 2.898 0.352
```

The value obtained for the HOMO energy is -8.52 eV. The SMILES is CCc1ccc(O)cc1.Cc1ccccc1. The value obtained for the frontier orbital gap is 9.350 eV. Its net charge is 0.

---

Of them, <two> has the highest stability.

---

<one>
A 2-piece molecular cluster, C15H18O overall. Source: the OMol25 dataset; level of theory: ωB97M-V with the def2-TZVPD basis set.

```
34
Properties=species:S:1:pos:R:3:mulliken_charge:R:1
C 2.007 0.015 -2.212 -1.337
C 2.658 -0.203 -0.845 -0.563
C 2.126 -1.249 0.099 0.206
C 2.802 -1.463 1.289 -0.455
C 2.456 -2.485 2.168 -0.666
C 1.328 -3.245 1.894 0.570
O 0.857 -4.221 2.738 -0.559
C 0.606 -3.014 0.741 -0.756
C 1.034 -2.060 -0.172 0.016
H 1.404 -0.806 -2.613 0.396
H 2.719 0.087 -3.042 0.366
H 1.475 0.953 -2.289 0.242
H 3.708 -0.397 -1.028 0.504
H 2.760 0.753 -0.337 0.400
H 3.573 -0.781 1.633 0.357
H 3.080 -2.625 3.042 0.343
H 1.570 -4.743 3.138 0.313
H -0.270 -3.619 0.570 0.398
H 0.454 -1.939 -1.077 0.314
C -4.009 3.498 0.300 -1.426
C -2.951 2.497 -0.046 0.751
C -1.639 2.942 -0.194 -0.597
C -0.617 2.093 -0.627 -0.283
C -0.934 0.775 -0.884 0.428
C -2.217 0.292 -0.668 -0.677
C -3.212 1.141 -0.198 -0.477
H -3.727 4.530 0.122 0.349
H -4.287 3.508 1.350 0.299
H -4.957 3.278 -0.191 0.349
H -1.387 3.979 -0.036 0.297
H 0.408 2.462 -0.638 0.292
H -0.224 0.034 -1.215 -0.143
H -2.378 -0.771 -0.734 0.365
H -4.216 0.785 -0.037 0.382
```

The value obtained for the HOMO energy is -8.46 eV. The SMILES is CCc1ccc(O)cc1.Cc1ccccc1. The value obtained for the frontier orbital gap is 9.329 eV. Its net charge is 0.

---

<two>
A 2-piece molecular cluster, C15H18O overall. Source: the OMol25 dataset; level of theory: ωB97M-V with the def2-TZVPD basis set.

```
34
Properties=species:S:1:pos:R:3:mulliken_charge:R:1
C -0.252 0.365 4.253 -1.117
C 1.281 0.291 4.075 -0.460
C 1.697 0.394 2.541 0.334
C 0.994 1.238 1.656 -0.610
C 1.503 1.454 0.367 -0.723
C 2.836 0.982 0.180 0.979
O 3.423 1.259 -1.037 -0.579
C 3.619 0.270 1.077 -0.749
C 2.983 -0.027 2.256 -0.385
H -0.685 -0.246 3.473 0.368
H -0.648 1.480 3.944 0.180
H -0.660 0.014 5.221 0.341
H 1.764 1.099 4.566 0.328
H 1.606 -0.683 4.702 0.295
H 0.071 1.540 1.967 0.405
H 1.025 2.140 -0.339 0.389
H 2.815 1.757 -1.638 0.301
H 4.707 0.082 0.812 0.317
H 3.459 -0.497 3.093 0.359
C -2.365 -2.723 -3.834 -1.658
C -2.273 -1.453 -2.975 1.284
C -3.332 -1.027 -2.137 -0.619
C -2.978 0.285 -1.631 -0.139
C -1.796 0.927 -1.649 -0.792
C -0.722 0.319 -2.422 0.061
C -1.005 -0.798 -3.127 -0.881
H -2.504 -2.490 -4.827 0.383
H -3.156 -3.300 -3.652 0.486
H -1.338 -3.282 -3.845 0.272
H -4.385 -1.579 -2.183 0.228
H -3.890 0.885 -1.340 0.255
H -1.715 1.857 -1.207 0.520
H 0.316 0.777 -2.594 0.139
H -0.395 -1.309 -3.748 0.487
```

The value obtained for the HOMO energy is -8.25 eV. The SMILES is CCc1ccc(O)cc1.Cc1ccccc1. The value obtained for the frontier orbital gap is 9.025 eV. Its net charge is 0.

---

Of them, <one> has the highest stability.

---

<one>
A 2-piece molecular cluster, C4H13NS overall. Source: the OMol25 dataset; level of theory: ωB97M-V with the def2-TZVPD basis set.

```
19
Properties=species:S:1:pos:R:3:mulliken_charge:R:1
C 3.073 -1.031 -1.582 -0.972
C 2.217 0.123 -1.032 -0.331
S 0.352 -0.192 -1.120 -0.358
H 3.915 -0.598 -2.031 0.304
H 3.503 -1.600 -0.786 0.272
H 2.423 -1.623 -2.257 0.312
H 2.272 0.256 0.135 0.222
H 2.510 1.120 -1.495 0.356
H 0.017 1.007 -1.662 0.139
C -2.846 -0.597 1.410 -0.696
N -2.425 0.536 0.563 -0.362
C -1.259 1.160 1.165 -1.019
H -3.953 -0.672 1.518 0.257
H -2.318 -0.532 2.384 0.288
H -2.389 -1.595 1.030 0.225
H -2.173 0.334 -0.361 0.282
H -1.526 1.485 2.188 0.377
H -0.437 0.397 1.326 0.356
H -0.959 2.025 0.609 0.349
```

The value obtained for the HOMO energy is -8.51 eV. The SMILES is CCS.CNC. The value obtained for the frontier orbital gap is 9.368 eV. Its net charge is 0.

---

<two>
A 2-piece molecular cluster, C4H13NS overall. Source: the OMol25 dataset; level of theory: ωB97M-V with the def2-TZVPD basis set.

```
19
Properties=species:S:1:pos:R:3:mulliken_charge:R:1
C 0.883 0.884 1.872 -1.085
C -0.210 -0.151 1.632 -0.508
N -0.789 -0.013 0.291 -0.322
C -1.976 -0.840 0.106 -0.964
H 0.486 1.891 1.980 0.324
H 1.431 0.601 2.770 0.345
H 1.599 0.797 1.057 0.303
H 0.230 -1.149 1.674 0.339
H -0.991 -0.094 2.398 0.393
H -0.982 0.959 0.083 0.233
H -1.827 -1.796 0.600 0.340
H -2.142 -1.016 -0.955 0.283
H -2.865 -0.347 0.510 0.330
C 1.301 0.221 -2.769 -0.777
S 1.521 -1.010 -1.465 -0.234
H 1.654 -0.183 -3.720 0.309
H 0.260 0.514 -2.917 0.260
H 1.858 1.135 -2.573 0.247
H 0.560 -0.404 -0.571 0.185
```

The value obtained for the HOMO energy is -8.07 eV. The SMILES is CCNC.CS. The value obtained for the frontier orbital gap is 9.024 eV. Its net charge is 0.

---

<three>
A 2-piece molecular cluster, C4H13NS overall. Source: the OMol25 dataset; level of theory: ωB97M-V with the def2-TZVPD basis set.

```
19
Properties=species:S:1:pos:R:3:mulliken_charge:R:1
C 3.770 -0.159 1.237 -0.970
C 2.509 -0.130 0.389 -0.271
S 1.233 0.978 1.039 -0.625
H 4.679 -0.219 0.510 0.220
H 3.819 -0.990 1.873 0.292
H 3.953 0.626 1.988 0.301
H 1.836 -1.057 0.184 0.095
H 2.765 0.215 -0.658 0.168
C -2.450 1.234 -0.434 -1.020
C -2.161 0.062 -1.250 -0.237
N -2.105 -1.105 -0.264 -0.430
H -1.638 1.330 0.341 0.205
H -2.434 2.140 -1.095 0.306
H -3.472 1.344 -0.027 0.381
H -2.930 -0.184 -2.015 0.289
H -1.139 -0.001 -1.681 0.301
H -2.767 -0.964 0.517 0.363
H -1.097 -1.127 0.106 0.266
H -2.371 -1.992 -0.762 0.365
```

The value obtained for the HOMO energy is -5.61 eV. The value obtained for the frontier orbital gap is 4.965 eV. Its net charge is 0.

---

<four>
C4H13NS as an isolated structure. Source: the OMol25 dataset; level of theory: ωB97M-V with the def2-TZVPD basis set.

```
19
Properties=species:S:1:pos:R:3:mulliken_charge:R:1
C -0.375 1.351 1.043 -0.761
C 0.825 0.498 0.694 0.620
C 1.353 -0.285 1.865 -1.212
N -0.968 1.903 -0.163 -0.530
H -1.135 0.731 1.612 0.284
H -0.035 2.139 1.766 0.366
H 1.597 1.149 0.176 0.261
H 0.523 -0.222 -0.154 -0.318
H 1.592 0.471 2.666 0.277
H 0.633 -1.023 2.235 0.281
H 2.244 -0.883 1.653 0.365
H -1.287 1.186 -0.793 0.236
H -1.488 -0.366 -0.013 0.001
H -1.726 2.561 -0.028 0.203
C -0.184 -1.866 -2.711 -0.722
S -1.509 -1.786 -1.096 -0.185
H 0.808 -1.883 -2.245 0.249
H -0.494 -2.737 -3.255 0.329
H -0.372 -0.937 -3.252 0.255
```

The value obtained for the HOMO energy is -9.05 eV. The value obtained for the frontier orbital gap is 8.954 eV. Its net charge is 0.

---

Of them, <two> has the highest stability.

---

<one>
C6H11N2 as an isolated structure. Source: the OMol25 dataset; level of theory: ωB97M-V with the def2-TZVPD basis set.

```
19
Properties=species:S:1:pos:R:3:mulliken_charge:R:1
C -2.253 0.312 0.705 -0.707
C -1.819 0.854 -0.633 -0.739
C 1.371 0.702 -0.118 -0.770
C -0.630 -1.553 -0.381 -0.268
C 0.351 -0.142 0.648 0.183
C -1.060 -0.288 0.093 0.588
N 2.686 0.160 0.034 -0.503
N 0.597 -1.463 0.026 -0.179
H -2.306 0.867 1.690 0.251
H -3.117 -0.216 0.691 0.326
H -2.250 0.585 -1.583 0.261
H -1.379 1.768 -0.688 0.288
H 1.252 0.572 -1.255 0.404
H 1.325 1.722 0.136 0.361
H -1.268 -2.282 -0.910 0.410
H 0.597 -0.312 1.644 0.398
H 3.331 0.090 -0.719 0.201
H 1.431 -1.951 -0.257 0.278
H 3.141 0.577 0.878 0.217
```

The value obtained for the HOMO energy is -13.49 eV. The value obtained for the frontier orbital gap is 9.042 eV. Its net charge is +1.

---

<two>
An isolated ion of composition C6H11N2 and charge +1. Source: the OMol25 dataset; level of theory: ωB97M-V with the def2-TZVPD basis set.

```
19
Properties=species:S:1:pos:R:3:mulliken_charge:R:1
C 2.667 -0.630 0.533 -1.454
C 1.389 -0.389 -0.152 0.416
C 1.358 0.959 -0.823 -0.481
N 0.606 0.719 0.404 -0.294
N -0.832 0.729 0.498 0.230
C -1.904 1.440 0.602 -0.047
C -1.950 -0.081 0.680 0.031
C -2.292 -0.892 -0.575 -1.319
H 3.122 0.306 0.688 0.345
H 3.225 -1.189 -0.112 0.415
H 2.609 -1.174 1.520 0.315
H 0.801 -1.233 -0.371 0.455
H 2.228 1.628 -0.682 0.228
H 0.707 1.325 -1.730 0.274
H -2.377 2.364 0.374 0.384
H -1.827 -0.636 1.709 0.338
H -2.195 -0.346 -1.439 0.433
H -3.441 -1.051 -0.603 0.353
H -1.895 -1.848 -0.519 0.379
```

The value obtained for the HOMO energy is -14.09 eV. The SMILES is C[C@@H]1CN1[N+]1=C[C@H]1C. The value obtained for the frontier orbital gap is 9.263 eV. Its net charge is +1.

---

<three>
An isolated ion of composition C6H11N2 and charge +1. Source: the OMol25 dataset; level of theory: ωB97M-V with the def2-TZVPD basis set.

```
19
Properties=species:S:1:pos:R:3:mulliken_charge:R:1
C -1.535 -0.677 -0.553 -0.203
N -0.973 0.344 0.063 0.206
C -1.247 1.825 -0.213 -0.816
C 0.112 0.180 0.949 -0.329
C -0.100 -1.402 1.784 -0.051
N -0.164 -2.434 2.285 -0.321
C 1.446 0.140 0.243 -0.096
C 1.557 -0.933 -0.837 -1.217
H -2.277 -0.532 -1.328 0.293
H -1.201 -1.622 -0.223 0.358
H -0.348 2.312 -0.012 0.342
H -2.283 2.209 0.124 0.330
H -1.464 1.923 -1.347 0.377
H 0.076 0.968 1.742 0.388
H 1.545 1.178 -0.295 0.259
H 2.167 -0.062 1.011 0.404
H 0.734 -0.756 -1.584 0.303
H 1.452 -1.892 -0.460 0.401
H 2.501 -0.768 -1.351 0.373
```

The value obtained for the HOMO energy is -16.21 eV. The SMILES is C=[N+](C)[C@@H](C#N)CC. The value obtained for the frontier orbital gap is 10.532 eV. Its net charge is +1.

---

Of them, <one> has the highest stability.